Record 1
Below is an isolated molecule of C5H4N2, with properties calculated with ωB97M-V/def2-TZVPD.

XYZ file:
```
11
Properties=species:S:1:pos:R:3:forces:R:3:lowdin_charge:R:1
C 1.545419 0.324193 -0.370638 0.625 0.028 -0.312 -0.1148
C -1.282527 -0.634485 1.014173 -0.034 0.025 0.185 -0.1586
H -2.419200 -0.683375 -0.827443 0.121 0.019 0.042 0.1684
N -0.796055 0.388865 -0.965339 -0.217 -0.343 0.455 0.1238
C 0.214874 0.692129 0.096745 0.154 0.049 -0.009 -0.4106
C -0.130954 0.003416 1.385593 -0.374 -0.074 -0.200 -0.0073
H 0.140433 1.784885 0.218439 0.024 -0.086 0.051 0.1584
C 2.650612 0.015698 -0.724186 -0.453 0.111 0.067 0.1259
H 3.628491 -0.254521 -1.046873 -0.060 0.006 0.044 0.0278
H -1.958022 -1.289016 1.550404 0.036 0.092 -0.102 0.0823
N -1.593072 -0.347793 -0.330874 0.179 0.173 -0.220 0.0048
```
Positions in Å, forces in eV/Å.

Output
LUMO level = -0.558 eV
spin multiplicity = 1
HOMO level = -8.464 eV
energy above the lowest of the compared OMol25 structures with the same formula, charge and spin = 5.7533 eV
Kohn-Sham gap = 7.905 eV
charge = 0

***

Record 2
Below is a structure of composition ClH3NO2P at a distorted geometry, with properties calculated with ωB97M-V/def2-TZVPD.

XYZ file:
```
8
Properties=species:S:1:pos:R:3:forces:R:3:mulliken_spin:R:1
H 1.490822 1.265754 0.594699 -0.861 -0.675 0.671 -0.0011
H 0.152929 0.081699 1.183148 1.639 2.313 -1.608 0.0062
Cl -2.335669 -0.660515 0.894593 -0.411 -0.381 0.787 0.8715
H -0.519024 -1.114383 -0.749803 0.284 -0.644 0.021 0.0101
O -0.706254 -0.685890 -1.591585 -0.087 0.139 -0.348 0.0275
P -1.301035 0.769511 -1.213678 -1.871 -0.646 -2.217 0.9784
O -0.180454 1.462737 -0.385971 2.329 0.935 2.245 0.0842
N 0.718906 0.615854 0.395094 -1.022 -1.041 0.449 0.0230
```
Positions in Å, forces in eV/Å.

Output
LUMO level (spin up / spin down) = 0.633 / -4.538 eV
spin multiplicity = 3
HOMO level (spin up / spin down) = -6.782 / -10.214 eV
energy above the lowest of the compared OMol25 structures with the same formula, charge and spin = 1.0696 eV
Kohn-Sham gap (spin up / spin down) = 7.415 / 5.676 eV
charge = 0

***

Record 3
Below is a cluster of 2 separate species, C2H4O2 in total at a distorted geometry, with properties calculated with ωB97M-V/def2-TZVPD.

XYZ file:
```
8
Properties=species:S:1:pos:R:3:forces:R:3:lowdin_charge:R:1
H -5.303808 -7.652876 -6.704518 0.336 -0.161 0.258 0.0918
H -2.896109 -5.419748 -8.436517 0.513 -0.071 0.116 0.0930
O -1.046860 -5.805228 -7.572958 -1.249 0.234 -0.635 -0.0010
C -2.252299 -5.902178 -7.663067 1.030 -0.264 0.801 -0.1200
H -2.771029 -6.512318 -6.885828 0.308 0.594 -0.901 0.0238
C -4.556658 -7.797737 -5.888278 -0.876 -1.760 2.737 -0.0976
O -4.783609 -8.561987 -4.932438 0.706 2.153 -2.859 -0.0270
H -3.628839 -7.179737 -5.939908 -0.768 -0.725 0.482 0.0370
```
Positions in Å, forces in eV/Å.

Output
SMILES = C=O.C=O
LUMO level = 0.020 eV
spin multiplicity = 1
HOMO level = -10.162 eV
energy above the lowest of the compared OMol25 structures with the same formula, charge and spin = 2.8789 eV
Kohn-Sham gap = 10.182 eV
charge = 0

***

Record 4
Below is a cluster of 4 separate species, C22H36BN2O14 in total, with properties calculated with ωB97M-V/def2-TZVPD.

XYZ file:
```
75
Properties=species:S:1:pos:R:3:forces:R:3:lowdin_charge:R:1
C -5.898005 -0.263738 0.556072 -0.097 0.283 0.331 0.0666
C 0.285050 0.379600 1.263329 -0.128 0.118 0.137 -0.0278
H -3.501465 3.677093 -0.520182 -0.064 -0.010 -0.048 0.1317
C 4.068730 -1.311640 3.600817 0.235 -0.043 0.020 -0.3107
C 3.025641 -2.366244 -0.218877 -0.133 0.026 -0.075 -0.5604
H 3.335566 2.494769 -3.116590 0.062 -0.027 0.000 0.1406
H 5.125213 -0.650267 -3.308600 -0.011 -0.029 -0.093 0.0935
O 0.881066 -1.791097 4.704130 -0.065 0.003 -0.024 0.1501
C 0.080193 2.278011 -0.468539 0.496 0.452 0.258 -0.1576
O 3.974906 -1.804789 0.223347 0.182 0.061 -0.006 0.1607
H 3.105457 2.543047 -4.883727 -0.155 -0.029 -0.036 0.1422
O -4.265730 2.101629 -1.621994 0.109 -0.374 -0.159 0.0183
H 2.023129 -4.613836 -1.452364 -0.062 -0.020 0.036 0.1402
H -0.273428 -3.773106 1.239830 -0.049 0.082 -0.024 0.0912
H -0.201293 1.860035 -1.431095 -0.300 -0.049 0.042 0.0940
C -3.119412 2.789356 -1.023150 -0.035 0.529 0.525 -0.0915
O 3.113695 -2.001734 4.445422 -0.168 0.050 -0.042 0.0899
H 6.192485 -1.248227 3.327137 -0.018 0.001 -0.017 0.0912
H 0.993972 -0.290004 1.746803 -0.101 -0.004 -0.198 0.0664
H 0.371477 -2.147687 -0.696043 0.043 0.026 -0.021 0.1398
H -3.731096 -0.241764 -2.582490 0.011 -0.015 0.013 0.1504
H 3.716504 0.675236 2.743319 -0.175 -0.039 -0.078 0.1312
H -6.497279 -0.315161 1.453715 -0.010 -0.209 -0.045 0.1659
C 1.712595 -3.574731 -1.584835 -0.063 0.035 -0.128 -0.0795
H 1.426501 0.618511 -0.490214 0.173 0.096 -0.027 0.1167
H -0.943052 2.776082 1.246195 0.071 0.093 -0.029 0.1031
O 2.090963 -0.163749 3.728027 0.074 0.014 0.184 0.0251
C 3.514515 0.546738 -4.060477 0.258 0.063 0.069 -0.3028
O -8.167884 1.833243 0.310195 0.563 -0.695 0.256 0.2133
H -4.557505 -2.395921 -1.587208 -0.017 -0.021 0.069 0.1466
H -2.466985 3.126370 -1.824776 -0.163 -0.246 -0.239 0.1341
H 3.350502 0.116444 -5.051561 -0.053 -0.010 0.005 0.1605
H -5.851623 -2.279772 0.358376 0.023 0.025 -0.054 0.1849
H 1.230037 -3.453926 -2.551295 0.088 0.123 -0.022 0.1411
C -2.316781 1.975607 -0.023302 0.536 0.210 0.077 -0.2093
H 1.825886 2.733350 1.298150 0.034 -0.107 0.040 0.0946
N -5.536760 -1.406892 -0.046035 -0.050 -0.133 -0.031 0.1094
H -6.628061 3.685226 2.348972 -0.012 0.420 -0.222 0.1250
O 0.432451 0.090958 -2.680366 -0.114 -0.161 -0.147 0.1159
C 0.890215 -3.070767 -0.418984 -0.200 -0.108 0.058 -0.3254
C -4.343311 -0.254579 -1.692022 -0.011 0.113 -0.174 0.0775
H 0.347399 -5.064327 0.216543 0.032 0.014 0.025 0.0896
C 2.956542 1.952122 -3.984667 0.006 0.059 -0.085 -0.0689
O 2.615707 -0.133423 -3.150379 -0.065 -0.099 -0.122 0.0863
C 3.500672 0.088719 3.632688 0.102 0.097 -0.142 -0.0801
B -7.128127 2.493905 0.907391 -0.323 0.721 -0.033 -0.7601
H -0.497317 -0.199747 0.767062 0.031 -0.085 -0.040 0.0755
H -2.044246 0.994411 -0.424638 -0.227 -0.117 -0.007 0.1128
H -0.190794 0.948190 2.067426 0.037 0.018 0.006 0.0863
C -0.065987 -4.055343 0.208152 0.109 -0.111 0.087 -0.0118
H 5.618148 0.592344 -4.468718 -0.012 0.010 -0.011 0.0927
O -5.796566 2.122841 0.654819 -0.078 -0.487 -0.041 0.2035
H 5.672205 -0.803786 4.959349 -0.028 -0.022 0.021 0.0858
C 4.951000 0.373794 -3.635884 -0.008 0.022 0.193 -0.0061
N -1.104609 2.751362 0.249625 -0.275 -0.316 -0.067 -0.0469
H 0.699704 3.150210 -0.702604 0.042 -0.036 -0.045 0.1243
O 2.122080 1.920916 0.870554 -0.062 0.172 0.036 -0.0313
O 1.551005 1.705063 -3.776716 0.033 0.025 -0.011 0.0702
O -7.333777 3.580853 1.697322 0.191 -0.700 0.393 0.2308
H 3.982374 -1.738108 2.600285 -0.057 0.033 -0.004 0.1299
O 1.935460 -2.708523 0.504397 -0.002 0.072 0.004 0.0768
C 1.000577 1.276686 0.267168 -0.211 -0.261 -0.103 -0.3923
H -1.004701 -4.074344 -0.346174 0.009 -0.004 -0.026 0.0814
H 5.640828 -2.491671 4.458621 0.006 -0.034 -0.111 0.0903
H -8.812106 1.504542 0.948674 -0.306 0.464 -0.263 0.1295
C 1.929565 -1.365492 4.333923 0.125 -0.096 0.012 -0.5718
C -4.784012 -1.430523 -1.160201 -0.069 -0.146 0.032 -0.0102
C -4.680572 0.958394 -1.087105 0.373 0.294 -0.158 -0.1965
H 5.202723 1.035087 -2.806231 -0.037 -0.027 0.027 0.0913
C 5.476860 -1.470376 4.117799 -0.046 0.050 0.234 -0.0109
H 3.810382 0.637920 4.525306 0.062 -0.037 0.014 0.1378
H -2.864564 1.849656 0.913366 -0.125 -0.147 -0.089 0.1292
O 2.873667 -2.739815 -1.508273 0.112 -0.085 0.088 0.0603
C 1.443115 0.509139 -3.168749 -0.006 0.004 0.119 -0.5867
C -5.489717 0.947650 0.060762 -0.035 0.259 -0.113 -0.1572
```
Positions in Å, forces in eV/Å.

Output
LUMO level = -3.919 eV
spin multiplicity = 1
HOMO level = -11.388 eV
energy above the lowest of the compared OMol25 structures with the same formula, charge and spin = 0.0000 eV
Kohn-Sham gap = 7.469 eV
charge = +1